Entry 1:
C5H5Cl2MnNO4Sc | the ωB97M-V functional and the def2-TZVPD basis

The calculation puts the HOMO energy (alpha / beta) at -25.41 / -25.40 eV. The HOMO-LUMO gap (alpha / beta) is 5.846 / 5.370 eV. The net charge is +4. As for the multiplicity: 5.

The geometry in XYZ format:
```
19
C5H5Cl2MnNO4Sc (the ωB97M-V functional and the def2-TZVPD basis)
Mn 1.543 0.734 -2.658
Sc -0.144 -0.295 -0.523
Cl 1.513 1.571 -0.502
Cl 1.448 -1.575 -2.046
C -1.557 -2.016 -0.803
C 1.504 2.527 -3.134
C 1.532 0.242 -4.439
O -2.277 -2.888 -0.983
O 1.502 3.655 -3.453
O 1.547 -0.041 -5.577
C -1.708 0.015 2.161
C -0.283 -0.352 2.406
N 0.247 -0.372 3.618
O 0.485 -0.731 1.448
H -2.221 0.210 3.121
H -2.244 -0.820 1.674
H -1.810 0.934 1.547
H 1.230 -0.612 3.705
H -0.306 -0.187 4.441
```


Entry 2:
CH4N3PS | the ωB97M-V functional and the def2-TZVPD basis

The calculation puts the HOMO energy at -9.92 eV. The HOMO-LUMO gap is 8.612 eV. The net charge is 0. As for the multiplicity: 1.

The geometry in XYZ format:
```
10
CH4N3PS (the ωB97M-V functional and the def2-TZVPD basis)
C 2.124 0.942 0.011
N 2.980 1.619 -0.300
N -0.728 -0.070 -1.229
N -0.911 -0.110 1.359
P 0.037 -0.634 0.078
S 0.476 -2.562 -0.020
H -0.222 -0.372 -2.036
H -1.253 0.894 -1.437
H -1.116 -0.458 2.259
H -1.388 0.752 1.314
```


Entry 3:
C5H9NO | the ωB97M-V functional and the def2-TZVPD basis

The calculation puts the HOMO energy at -9.00 eV. The HOMO-LUMO gap is 9.214 eV. The net charge is 0. Its SMILES is O=N[C@@]12CC[C@@H]1C2.[H][H]. As for the multiplicity: 1.

The geometry in XYZ format:
```
16
C5H9NO (the ωB97M-V functional and the def2-TZVPD basis)
O 0.732 2.462 0.683
N 0.923 1.753 -0.285
C 0.173 0.548 -0.224
C -1.164 0.264 0.433
C -1.363 -0.868 -0.626
C -0.013 -0.531 -1.273
C 1.047 -0.708 -0.261
H -1.116 -0.020 1.489
H -1.897 1.071 0.321
H -2.211 -0.688 -1.288
H -1.426 -1.882 -0.219
H 0.222 -0.494 -2.329
H 0.935 -1.452 0.530
H 2.073 -0.528 -0.575
H 1.572 0.181 1.709
H 1.513 0.892 1.914
```


Entry 4:
C9H11N2 | the ωB97M-V functional and the def2-TZVPD basis

The calculation puts the HOMO energy at -13.07 eV. The HOMO-LUMO gap is 7.164 eV. The net charge is +1. Its SMILES is Cc1ccccccnc[nH+]1. As for the multiplicity: 1.

The geometry in XYZ format:
```
22
C9H11N2 (the ωB97M-V functional and the def2-TZVPD basis)
C 0.219 1.337 -2.133
C 0.222 0.052 -1.385
C -0.790 -0.941 -1.450
C -1.136 -1.858 -0.484
C -0.726 -2.108 0.863
C -0.415 -1.179 1.864
C -0.685 0.243 1.813
C 0.087 1.408 1.738
N 1.444 1.538 1.379
C 1.871 1.104 0.260
N 1.232 0.038 -0.417
H -0.306 1.406 -3.093
H 1.223 1.712 -2.300
H -0.293 2.132 -1.505
H -1.355 -0.920 -2.416
H -1.783 -2.603 -0.949
H -0.897 -3.093 1.251
H -0.032 -1.539 2.767
H -1.676 0.365 2.027
H -0.396 2.305 1.972
H 2.899 1.456 -0.020
H 1.295 -0.853 0.217
```


Entry 5:
C3H8FN2 | the ωB97M-V functional and the def2-TZVPD basis

The calculation puts the HOMO energy at -15.57 eV. The HOMO-LUMO gap is 11.633 eV. The net charge is +1. Its SMILES is C[C@@H](F)/[NH+]=C/N. As for the multiplicity: 1.

The geometry in XYZ format:
```
14
C3H8FN2 (the ωB97M-V functional and the def2-TZVPD basis)
C -1.629 0.682 1.193
C -0.842 -0.444 0.639
F -1.423 -1.222 -0.283
N 0.325 0.161 -0.007
C 0.975 -0.482 -0.987
N 2.148 -0.276 -1.368
H -1.737 0.646 2.276
H -1.167 1.609 0.947
H -2.628 0.763 0.825
H -0.370 -1.056 1.352
H 0.649 1.085 0.257
H 0.373 -1.181 -1.564
H 2.585 -0.827 -2.134
H 2.741 0.541 -1.146
```


Entry 6:
C10H14I2SbSe4Sn | the ωB97M-V functional and the def2-TZVPD basis

The calculation puts the HOMO energy at -11.60 eV. The HOMO-LUMO gap is 6.281 eV. The net charge is +1. As for the multiplicity: 1.

The geometry in XYZ format:
```
32
C10H14I2SbSe4Sn (the ωB97M-V functional and the def2-TZVPD basis)
Sn -0.509 -1.229 -0.894
C -0.974 1.374 3.212
C -0.971 1.501 1.690
C -1.086 2.966 1.266
C 0.227 0.812 1.045
C 0.667 1.163 -0.246
C 1.754 0.517 -0.849
C 2.454 -0.500 -0.195
C 3.617 -1.190 -0.853
C 2.024 -0.837 1.089
C 0.943 -0.200 1.692
H -1.803 1.949 3.623
H -0.052 1.764 3.649
H -1.099 0.346 3.551
H -1.866 0.984 1.318
H -0.170 3.517 1.488
H -1.899 3.441 1.814
H -1.306 3.086 0.205
H 0.184 1.972 -0.779
H 2.067 0.836 -1.837
H 4.298 -0.468 -1.303
H 3.280 -1.856 -1.650
H 4.182 -1.787 -0.139
H 2.546 -1.613 1.636
H 0.659 -0.502 2.690
Se -4.258 1.064 -5.321
Sb -3.808 -0.984 -4.403
Se -1.123 -0.747 -3.415
Se -2.908 -0.452 -1.756
Se -4.274 -3.228 -4.463
I -0.085 -4.583 -0.707
I -0.713 -7.118 -1.160
```


Entry 7:
C3H14O3S | the ωB97M-V functional and the def2-TZVPD basis

The calculation puts the HOMO energy at -8.48 eV. The HOMO-LUMO gap is 8.768 eV. The net charge is 0. Its SMILES is CCSC.O.O.O. As for the multiplicity: 1.

The geometry in XYZ format:
```
21
C3H14O3S (the ωB97M-V functional and the def2-TZVPD basis)
C -0.326 -0.144 0.694
C -0.863 1.244 0.015
S -0.709 1.364 -1.657
C 1.169 1.201 -1.887
H 0.134 -1.007 0.026
H -1.280 -0.485 1.220
H 0.424 0.078 1.447
H -0.476 2.069 0.635
H -1.984 1.111 0.329
H 1.717 1.428 -0.893
H 1.310 0.343 -2.519
H 1.593 2.136 -2.576
O 1.897 3.318 3.458
H 2.346 2.840 4.218
H 2.710 3.437 2.957
O 0.813 -2.064 3.800
H 1.216 -1.477 3.123
H 0.313 -1.476 4.358
O -1.826 -5.593 -3.706
H -2.533 -4.972 -3.474
H -1.098 -4.933 -3.690
```